This record from OMol25 describes a molecular structure, C20H34Cl3GeN4O4P2SV at a distorted geometry. The level of theory is the ωB97M-V functional and the def2-TZVPD basis.

Structure (XYZ):
```
70
Properties=species:S:1:pos:R:3:forces:R:3
V -0.575845 1.252325 -0.520107 -1.6865 -0.4360 0.9990
C -0.532685 -3.545763 -3.302844 -0.0696 0.0816 -0.0440
N -1.265199 -2.376180 -2.784876 -0.4043 -0.3853 -0.1137
C -2.731010 -2.447749 -2.975964 0.1188 0.0080 -0.1227
P -0.665067 -1.543487 -1.547202 0.2377 0.7116 -0.1922
O -1.498708 -0.294060 -1.298217 0.5175 -0.8025 -0.1827
O 0.829933 -1.146516 -2.061917 -0.0922 0.1083 -0.1717
P 1.420578 0.329888 -2.287491 0.1839 -0.3398 0.6577
O 1.224122 1.179630 -1.021297 1.1444 -0.5671 -0.6893
N 2.974314 0.064676 -2.558029 0.4066 0.1065 -0.1868
C 3.941029 1.170077 -2.369467 0.0064 -0.1308 0.0077
C 3.444906 -1.010300 -3.449090 0.0103 0.0418 0.0820
N 0.456559 1.002227 -3.411038 -0.0989 0.2957 -0.4534
C 0.620287 2.469250 -3.613090 -0.0615 -0.1062 -0.0832
C 0.293606 0.289644 -4.699734 -0.1023 0.1341 0.1267
N -0.324521 -2.263195 -0.134599 -0.0428 -0.4345 0.2900
C -1.487990 -2.519530 0.748054 0.1303 -0.0406 -0.0198
C 0.667329 -3.359198 -0.093373 -0.0363 0.1421 0.1240
H -0.689094 -3.605996 -4.378685 -0.0114 0.0041 -0.0274
H -0.890713 -4.470822 -2.849347 -0.0146 -0.0088 0.0205
H 0.536038 -3.451446 -3.118432 -0.0048 0.0274 0.0100
H -2.939129 -2.457444 -4.044623 0.0105 -0.0116 -0.0145
H -3.216876 -1.580277 -2.539705 0.0384 0.0353 0.0203
H -3.138281 -3.355982 -2.531075 0.0070 -0.0238 0.0231
H 3.531709 1.937068 -1.717897 -0.0624 -0.0125 0.0220
H 4.210291 1.614431 -3.328073 -0.0151 -0.0096 -0.0181
H 4.838146 0.768257 -1.901897 0.0059 -0.0234 -0.0008
H 2.694883 -1.791005 -3.546438 -0.0256 0.0114 0.0119
H 4.342357 -1.450843 -3.019068 0.0239 0.0015 0.0249
H 3.685968 -0.620288 -4.437915 -0.0016 0.0290 -0.0228
H 0.713798 2.990112 -2.663376 0.0142 -0.0183 0.0373
H -0.269356 2.838993 -4.115944 -0.0361 -0.0030 -0.0254
H 1.492945 2.683916 -4.232506 0.0171 0.0017 -0.0267
H 0.218029 -0.783178 -4.544223 0.0015 -0.0403 0.0504
H 1.126483 0.507894 -5.370938 0.0120 -0.0092 -0.0125
H -0.628709 0.631253 -5.165218 -0.0056 0.0201 0.0012
H -2.163083 -1.668169 0.748081 0.0145 0.0358 -0.0409
H -1.114247 -2.655829 1.760921 0.0169 -0.0071 0.0116
H -2.026316 -3.421898 0.448519 -0.0019 -0.0108 -0.0078
H 1.528628 -3.126198 -0.713579 -0.0015 0.0398 -0.0304
H 0.233450 -4.309580 -0.409327 -0.0216 -0.0093 -0.0049
H 1.010232 -3.462508 0.934870 -0.0071 0.0074 0.0069
Cl -3.813376 3.576499 0.758521 -0.0639 -0.0888 -0.0199
Ge -2.528772 2.698812 -0.677494 -0.3589 1.1699 -0.1919
Cl -0.268859 3.469860 0.087817 -0.0120 0.6695 -0.0244
Cl -2.714694 3.878810 -2.457585 -0.1273 -0.0306 0.0274
O -1.141847 0.839634 1.325578 0.7265 -0.0111 -0.0639
S 0.075864 0.990156 2.311191 -0.0375 -0.0470 0.2485
C -0.219713 2.435141 3.276385 -0.1385 -0.0306 -0.1196
C -1.513664 2.822061 3.589821 -0.0263 0.0672 0.0806
C -1.681290 3.940813 4.386937 -0.0383 0.0112 0.0005
C -0.571578 4.633920 4.862404 0.0112 -0.0049 -0.0117
C 0.713700 4.226370 4.533838 -0.0027 0.0180 0.0081
C 0.900838 3.117974 3.719790 0.0326 0.0662 0.0178
C -0.218668 -0.279622 3.501966 -0.0592 -0.1326 -0.1211
C -1.513268 -0.699862 3.774517 -0.0040 -0.0167 0.1025
C -1.695385 -1.669510 4.746589 0.0087 -0.0225 0.0254
C -0.598450 -2.195603 5.424570 0.0231 0.0202 -0.0258
C 0.688830 -1.761608 5.133766 -0.0509 -0.0109 0.0003
C 0.890062 -0.797283 4.154640 -0.0238 -0.0561 0.0376
H -2.368851 2.276816 3.210191 0.0391 0.0165 0.0049
H -2.679465 4.273271 4.640782 0.0313 -0.0001 0.0033
H -0.713100 5.503860 5.490173 0.0009 -0.0144 -0.0139
H 1.570673 4.776316 4.898342 -0.0158 -0.0035 -0.0004
H 1.898425 2.800811 3.436471 -0.0464 0.0086 0.0023
H -2.356843 -0.281943 3.239505 0.0340 -0.0056 0.0142
H -2.695264 -2.010573 4.982907 0.0355 -0.0019 0.0014
H -0.750763 -2.950608 6.184898 0.0036 0.0250 -0.0093
H 1.536594 -2.172904 5.665100 -0.0187 -0.0024 -0.0084
H 1.890105 -0.453835 3.914566 -0.0369 -0.0054 0.0002
```
Forces are in eV/Å.

Properties
highest occupied orbital energy (spin up / spin down): -14.3 / -14.3 eV
spin multiplicity: 3
net charge: +2